This record from OMol25 describes one molecule with the formula C4H3N3. The level of theory is wB97M-V/def2-TZVPD.

Atoms and positions in Å:
C 1.44 -1.68 0.32
C -0.70 -1.83 -0.21
C 0.16 0.57 -0.12
C 0.19 -1.01 0.57
N 2.34 -2.38 0.16
N -1.29 -2.52 -0.90
N -0.22 1.04 -1.21
H -0.23 -0.91 1.50
H 0.31 1.34 0.53
H -0.71 0.41 -1.92

* gap between HOMO and LUMO: 11.267 eV
* relative energy (zero: lowest compared OMol25 entry of this formula, charge and spin): 56.2 kcal per mole
* LUMO energy: 0.4 eV
* structure (SMILES): [H]/N=C\C(C#N)C#N



This record from OMol25 describes one molecule with the formula C4H3N3. The level of theory is wB97M-V/def2-TZVPD.

Atoms and positions in Å:
N 3.48 -0.84 0.01
C 2.38 -0.48 0.01
C 1.03 0.05 0.03
N 0.04 -0.84 0.45
C -1.12 -0.49 0.20
C -2.36 -0.20 -0.07
N 0.74 1.28 -0.11
H -2.87 -1.01 -0.57
H -2.86 0.66 0.34
H 1.55 1.86 -0.29

* gap between HOMO and LUMO: 9.421 eV
* relative energy (zero: lowest compared OMol25 entry of this formula, charge and spin): 52.9 kcal per mole
* LUMO energy: -0.4 eV
* structure (SMILES): [H]/N=C(\C#N)N=C=C



This record from OMol25 describes one molecule with the formula C4H3N3O. The level of theory is wB97M-V/def2-TZVPD.

Atoms and positions in Å:
C -0.88 -0.57 0.06
C 1.43 -0.77 -0.02
C 0.70 1.42 0.02
C -0.71 0.94 0.02
H -2.04 -2.10 -0.08
H 2.35 -1.36 -0.10
H 0.85 2.50 0.08
N -2.06 -1.06 -0.04
N 0.30 -1.35 0.08
N 1.71 0.63 -0.03
O -1.65 1.71 0.00

* gap between HOMO and LUMO: 7.845 eV
* relative energy (zero: lowest compared OMol25 entry of this formula, charge and spin): 26.0 kcal per mole
* LUMO energy: -2.1 eV
* structure (SMILES): [H]/N=C1\N=CN=CC1=O



This record from OMol25 describes one molecule with the formula C4H3N3O. The level of theory is wB97M-V/def2-TZVPD.

Atoms and positions in Å:
C -1.81 1.10 0.27
C -0.51 0.35 0.18
C 0.52 -1.64 -0.42
C 1.65 0.35 -0.04
H -1.79 2.10 0.62
H 0.58 -2.80 -0.51
H 2.62 0.91 -0.04
N -0.67 -1.01 -0.08
N 1.73 -0.91 -0.46
N 0.54 1.04 0.47
O -2.86 0.53 0.01

* gap between HOMO and LUMO: 9.607 eV
* relative energy (zero: lowest compared OMol25 entry of this formula, charge and spin): 22.6 kcal per mole
* LUMO energy: -0.8 eV
* structure (SMILES): O=Cc1ncncn1



This record from OMol25 describes one molecule with the formula C4H3N3O. The level of theory is wB97M-V/def2-TZVPD.

Atoms and positions in Å:
C -1.75 -0.95 0.04
C 0.27 -0.43 -0.05
C 1.70 -0.40 -0.09
C 2.90 -0.33 0.11
H -0.79 2.46 -0.03
H -2.70 -1.49 0.18
H 3.99 -0.18 0.03
N -0.50 0.66 -0.06
N -1.77 0.36 0.05
N -0.52 -1.50 -0.04
O 0.03 1.91 0.01

* gap between HOMO and LUMO: 10.297 eV
* relative energy (zero: lowest compared OMol25 entry of this formula, charge and spin): 79.4 kcal per mole
* LUMO energy: 0.8 eV
* structure (SMILES): C#Cc1ncnn1O



This record from OMol25 describes a 2-piece molecular cluster, C4H3N3OS2Si overall. The level of theory is wB97M-V/def2-TZVPD.

Atoms and positions in Å:
C 0.66 -2.62 0.57
C 0.92 1.89 -2.47
C 0.14 -0.05 2.78
C -1.20 0.61 -0.47
N 0.33 -3.42 1.31
N 0.30 2.80 -2.77
N -0.98 -0.27 2.92
O 0.86 -1.68 -0.27
Si 0.56 -0.09 -0.44
S 1.64 0.31 -2.32
S 1.65 0.47 2.48
H -1.71 0.18 0.48
H -1.34 1.62 -0.46
H -1.81 0.24 -1.32

* gap between HOMO and LUMO (alpha / beta): 6.637 / 6.638 eV
* relative energy (zero: lowest compared OMol25 entry of this formula, charge and spin): 18.9 kcal per mole
* LUMO energy (alpha / beta): -2.8 / -2.8 eV